H4N2O3Si | ωB97M-V/def2-TZVPD

Geometry as XYZ:
```
10
Properties=species:S:1:pos:R:3:forces:R:3:mulliken_charge:R:1
N -1.421118 -2.807331 0.352631 1.227 1.092 -2.773 -0.5183
N 1.187723 3.508464 -0.257279 -0.345 2.412 0.006 0.2453
O 1.725615 4.275715 -0.943494 -0.165 -1.043 0.318 -0.3025
O 1.635290 1.480183 -0.370584 -2.720 -3.043 -0.014 -0.5113
O 0.371232 -0.911806 -0.709685 -2.956 -4.714 0.986 -0.3900
Si 0.356052 0.544987 -0.143776 4.724 3.065 0.092 0.5613
H -1.096982 -3.222882 1.193385 -0.540 0.183 1.493 0.2627
H -1.895237 -1.904813 0.251750 -0.746 -0.624 1.510 0.2858
H -0.307105 -1.828197 -0.292490 2.347 2.639 -1.815 0.4327
H -0.555468 0.865680 0.919542 -0.827 0.032 0.196 -0.0656
```
Forces are in eV/Å.

## Properties
- HOMO-LUMO gap (spin up / spin down): 9.557 / 3.585 eV
- Highest occupied orbital energy (spin up / spin down): -0.3582 / -0.2581 Eh
- Energy relative to the best compared isomer or geometry (same formula, charge and spin): 466.3 kJ/mol

***

C16H13FOS | ωB97M-V/def2-TZVPD

Geometry as XYZ:
```
32
Properties=species:S:1:pos:R:3:forces:R:3:mulliken_charge:R:1
F -2.952678 4.529095 0.127878 0.491 -0.444 0.163 -0.3146
C -2.231894 3.392441 0.231436 0.781 -2.228 -0.117 0.1581
C -2.346984 2.532105 1.350143 0.079 1.086 -1.478 -0.7027
C -1.658099 1.337859 1.391100 0.358 -0.554 -1.325 -0.4149
C -0.863399 0.894780 0.307743 -0.406 0.532 0.753 -0.8598
C -0.754279 1.734555 -0.813682 0.007 -0.135 1.609 0.4854
C -1.408183 2.956219 -0.825217 -0.856 1.282 0.424 -0.4967
S 0.279176 1.372934 -2.157778 0.741 -0.352 -0.651 -0.3898
C 1.580032 0.445588 -1.363718 0.274 -0.600 0.335 0.6253
C 2.892232 0.453525 -1.908105 -0.539 0.147 0.178 -0.5089
C 3.926057 -0.292273 -1.329824 -1.275 0.010 0.571 -0.5514
C 3.619171 -1.075591 -0.194971 -0.847 1.011 -0.660 -0.6898
C 2.320616 -1.099398 0.341497 0.656 0.735 -1.038 -0.2864
C 1.276195 -0.343473 -0.240677 0.319 -0.318 0.841 -0.7148
C -0.179472 -0.452816 0.319878 0.532 -1.073 -0.384 2.1370
C -0.931815 -1.467587 -0.566805 -0.654 0.352 -0.783 -0.8899
C -1.826583 -2.222588 0.399375 0.048 0.255 -0.455 -0.6314
C -0.872125 -2.398293 1.520478 -0.412 0.288 1.193 -0.5186
O -0.227895 -1.104889 1.622372 0.213 0.380 0.004 -0.5404
H -3.032452 2.775865 2.113924 -0.558 0.337 0.858 0.4688
H -1.839252 0.647642 2.193891 0.203 -0.034 0.361 0.4625
H -1.241798 3.607560 -1.667423 -0.127 0.200 -0.170 0.4166
H 3.071184 1.091006 -2.781614 0.038 -0.269 0.360 0.3433
H 4.929648 -0.210009 -1.725358 -0.029 -0.155 0.018 0.3923
H 4.382421 -1.611320 0.321054 0.479 -0.378 0.146 0.4054
H 2.209628 -1.697823 1.224075 -0.589 -0.068 0.283 0.4065
H -0.206685 -2.137278 -1.029859 -0.063 -0.138 0.034 0.4807
H -1.494075 -0.983343 -1.363969 0.105 0.074 -0.069 0.3305
H -2.697312 -1.650504 0.732762 0.125 0.113 -0.160 0.3056
H -2.168284 -3.154114 -0.004368 -0.244 -0.570 -0.287 0.4355
H -1.417129 -2.705108 2.449702 0.766 0.791 -0.352 0.3056
H -0.135966 -3.164768 1.326059 0.386 -0.276 -0.203 0.3509
```
Forces are in eV/Å.

## Properties
- HOMO-LUMO gap: 8.951 eV
- Highest occupied orbital energy: -0.3003 Eh
- Energy relative to the best compared isomer or geometry (same formula, charge and spin): 11.8 kJ/mol
- SMILES: Fc1ccc2c(c1)Sc1ccccc1[C@]21CCCO1

***

C4H5IN2 | ωB97M-V/def2-TZVPD

Geometry as XYZ:
```
12
Properties=species:S:1:pos:R:3:forces:R:3:mulliken_charge:R:1
C -0.986007 -0.160611 1.298054 1.059 1.900 4.112 -0.1223
C 0.911385 1.231223 0.054445 0.555 2.956 2.532 0.0996
C -0.722247 -0.794967 0.256922 -0.552 0.317 -0.900 0.3561
C -0.863318 -1.746545 -0.787826 1.011 -0.627 -1.352 -1.0743
N -0.346166 0.677919 0.270357 0.124 -0.409 -1.583 -0.2929
N 1.245618 2.334472 0.759513 -1.173 -3.076 -1.594 -0.5604
I 2.774812 3.271047 -0.172856 0.592 0.469 0.041 0.0619
H -1.074446 0.021688 2.385803 -0.455 -0.396 -1.128 0.3494
H 1.596379 0.997103 -0.779352 -1.029 -0.750 0.031 0.2847
H -1.336317 -2.708877 -0.564145 0.292 0.345 0.286 0.3045
H -1.390027 -1.269831 -1.620076 0.014 -0.039 0.017 0.3032
H 0.190334 -1.852621 -1.100840 -0.438 -0.689 -0.462 0.2904
```
Forces are in eV/Å.

## Properties
- HOMO-LUMO gap: 8.385 eV
- Highest occupied orbital energy: -0.2929 Eh
- Energy relative to the best compared isomer or geometry (same formula, charge and spin): 473.3 kJ/mol

***

C15H26GdN6O7 | ωB97M-V/def2-TZVPD

Geometry as XYZ:
```
55
Properties=species:S:1:pos:R:3:forces:R:3:mulliken_charge:R:1
O -0.737522 0.090188 -3.887536 -1.753 1.545 0.993 -0.5312
H -0.231910 0.697157 -4.461705 -0.324 -0.091 0.292 0.3670
Gd -0.203444 0.131756 -1.625427 -0.221 -2.585 1.835 0.5619
N -0.329069 1.933672 0.177609 -0.402 0.726 2.521 0.7257
N 0.789433 2.223782 -2.050024 1.098 -0.582 0.431 0.1958
N -1.932651 -0.592602 -0.149509 0.751 -1.180 -0.960 0.4828
N -1.000374 -2.073136 -2.031361 0.355 0.284 0.091 0.2510
O -0.935753 1.818136 1.333744 1.708 0.833 -2.131 -0.5944
O -2.665385 0.203846 0.687449 0.627 1.512 1.252 -0.8587
O -0.717615 -2.870076 -3.161225 0.186 0.125 -0.362 -0.5631
O 1.582474 1.390764 -2.698939 0.183 1.666 0.132 -0.5761
C 1.350157 2.985068 -1.052226 -0.613 -0.369 0.034 0.2371
C 0.641372 2.894577 0.170729 -0.424 -0.180 -0.528 0.6320
C -2.110131 -1.924423 0.026586 0.524 0.405 -1.017 0.2005
C -1.616844 -2.742786 -1.053532 -0.268 0.854 0.584 0.4720
C 0.955896 3.654213 1.407406 0.301 0.357 0.078 -1.3756
H 1.254619 2.977240 2.220189 -0.234 0.136 -0.186 0.3053
H 0.077653 4.227592 1.735865 0.195 -0.265 -0.004 0.3311
H 1.775602 4.357592 1.230101 -0.192 -0.147 0.047 0.3852
C 2.610764 3.741078 -1.220376 0.469 0.009 -0.249 -1.6456
H 2.889665 3.757038 -2.276896 0.021 -0.014 0.190 0.3648
H 3.434713 3.288004 -0.648267 -0.217 0.119 -0.102 0.3220
H 2.489785 4.773162 -0.867586 -0.002 -0.246 -0.055 0.5012
C -2.708235 -2.493343 1.262159 -0.408 -0.144 0.154 -1.2341
C -1.839448 -4.211537 -1.093882 -0.002 -0.373 -0.030 -1.5517
H -3.526115 -1.861163 1.621218 0.189 -0.146 -0.049 0.3375
H -1.948516 -2.558717 2.056304 -0.212 0.045 -0.181 0.1540
H -3.094475 -3.498296 1.069427 0.040 0.197 0.114 0.4260
H -1.242041 -4.657266 -1.893214 -0.196 -0.014 0.247 0.4260
H -2.901595 -4.429614 -1.277667 0.260 -0.029 0.007 0.3243
H -1.569686 -4.663488 -0.131218 -0.046 0.047 -0.256 0.3951
H -1.935331 0.923519 1.030328 -1.672 -1.539 -0.292 0.4299
H -0.633651 -2.241749 -3.902813 -0.148 -0.253 0.523 0.3135
C -1.898733 0.891368 -3.187589 -0.312 0.014 -2.664 -0.7242
H -1.544683 1.792036 -2.630048 -0.010 -0.488 -0.520 0.3960
H -2.479085 0.191973 -2.560907 0.421 -0.048 -0.242 0.3298
H -2.544262 1.233368 -4.002195 0.089 -0.018 0.364 0.5762
O -4.256736 2.629190 -0.065951 0.938 -0.045 0.293 -0.6576
H -3.745153 1.854839 0.259953 -0.511 0.363 -0.265 0.4237
H -3.763021 3.402509 0.261493 -0.409 -0.443 -0.145 0.3019
N 1.927518 -2.207007 4.459150 -0.184 0.103 -0.234 -0.3555
C 1.186924 -1.949823 3.346841 -0.968 -0.571 0.870 0.4014
O -0.004129 -2.263499 3.266268 1.573 0.508 -0.101 -0.6177
C 1.906436 -1.278512 2.221557 0.038 0.335 -0.889 0.1784
C 3.285122 -1.010602 2.160650 -0.644 -0.002 -0.256 -0.2782
C 3.802080 -0.406360 1.014721 -0.245 0.179 -0.414 -1.0788
C 2.948830 -0.114997 -0.057543 -0.033 -0.384 0.512 -0.4137
N 1.633139 -0.406429 -0.017020 0.218 0.238 0.670 0.0470
C 1.114807 -0.933397 1.118204 0.426 -0.009 -0.469 0.0732
H 1.448591 -2.618162 5.245184 0.049 -0.001 -0.051 0.2585
H 2.875888 -1.892358 4.587032 -0.265 -0.069 -0.015 0.1251
H 3.939493 -1.274372 2.989790 -0.044 0.103 -0.285 0.3432
H 4.856769 -0.157443 0.918714 -0.222 -0.121 0.126 0.4248
H 3.311807 0.353414 -0.977357 -0.075 -0.213 0.300 0.5554
H 0.026068 -1.085926 1.103368 0.595 -0.137 0.292 0.4798
```
Forces are in eV/Å.

## Properties
- HOMO-LUMO gap (spin up / spin down): 3.904 / 5.327 eV
- Highest occupied orbital energy (spin up / spin down): -0.3181 / -0.3951 Eh
- Energy relative to the best compared isomer or geometry (same formula, charge and spin): 0.0 kJ/mol
- Spin multiplicity: 8
- Charge: +1